Record 1
Formula: C5H11N
Source: the Open Molecules 2025 dataset
Level of theory: ωB97M-V/def2-TZVPD

Total charge ... 0
Frontier orbital gap ... 10.0 eV
Energy relative to the best compared isomer or geometry (same formula, charge and spin) ... 25.15 kcal/mol
Energy ... -251.82244 Eh
E_LUMO ... 1.1 eV
HOMO ... -8.89 eV
Structure (SMILES) ... C=C(CC)CN
Spin multiplicity ... 1

Geometry as XYZ:
```
17
C5H11N | the Open Molecules 2025 dataset | ωB97M-V/def2-TZVPD
C 1.88 -0.67 -0.56
C 1.40 0.20 0.58
C -0.08 0.53 0.34
C -0.45 1.71 -0.22
C -1.14 -0.59 0.50
H 2.92 -0.85 -0.45
H 1.63 -0.25 -1.59
H 1.29 -1.62 -0.49
H 1.48 -0.25 1.55
H 2.00 1.13 0.63
H -1.48 1.97 -0.29
H 0.22 2.55 -0.36
H -0.59 -1.56 0.23
H -1.38 -0.60 1.59
H -3.09 -1.02 0.03
H -2.24 -0.33 -1.24
N -2.38 -0.36 -0.27
```

Löwdin population analysis, charges in e, atoms 1 to 5: C -0.116; C -0.242; C -0.308; C 0.037; C -0.238



Record 2
Formula: C5H11N
Source: the Open Molecules 2025 dataset
Level of theory: ωB97M-V/def2-TZVPD

Total charge ... 0
Frontier orbital gap ... 8.3 eV
Energy relative to the best compared isomer or geometry (same formula, charge and spin) ... 42.13 kcal/mol
Energy ... -251.79540 Eh
E_LUMO ... 1.1 eV
HOMO ... -7.22 eV
Structure (SMILES) ... C/C=C(\C)NC
Spin multiplicity ... 1

Geometry as XYZ:
```
17
C5H11N | the Open Molecules 2025 dataset | ωB97M-V/def2-TZVPD
C 1.22 -2.14 -0.56
N 0.00 -1.46 -0.22
C -0.14 -0.13 0.25
C 0.62 0.93 -0.13
C 0.07 2.28 -0.25
C -1.50 0.02 0.98
H 2.03 -1.81 0.10
H 1.51 -1.95 -1.59
H 1.01 -3.21 -0.44
H -0.93 -1.72 -0.49
H 1.65 0.75 -0.39
H -0.03 2.79 -1.23
H 0.72 3.00 0.28
H -0.92 2.49 0.17
H -1.11 0.31 1.96
H -2.19 0.78 0.61
H -2.03 -0.93 0.97
```

Löwdin population analysis, charges in e, atoms 1 to 5: C -0.104; N -0.092; C -0.324; C -0.149; C -0.143



Record 3
Formula: C5H11N
Source: the Open Molecules 2025 dataset
Level of theory: ωB97M-V/def2-TZVPD

Total charge ... 0
Frontier orbital gap ... 8.5 eV
Energy relative to the best compared isomer or geometry (same formula, charge and spin) ... 52.57 kcal/mol
Energy ... -251.77875 Eh
E_LUMO ... 1.0 eV
HOMO ... -7.57 eV
Structure (SMILES) ... CC/C(C)=C/N
Spin multiplicity ... 1

Geometry as XYZ:
```
17
C5H11N | the Open Molecules 2025 dataset | ωB97M-V/def2-TZVPD
C 0.37 1.40 -1.42
C -0.55 0.22 -1.20
C -0.41 -0.39 0.20
C 0.46 -1.42 0.22
N 1.44 -1.66 1.25
C -1.16 0.25 1.34
H -0.08 2.29 -0.97
H 0.54 1.66 -2.47
H 1.37 1.25 -0.99
H -0.22 -0.58 -1.87
H -1.62 0.42 -1.37
H 0.36 -2.35 -0.36
H 1.08 -1.11 2.03
H 2.36 -1.40 0.96
H -1.87 0.86 0.78
H -1.54 -0.45 2.07
H -0.52 1.02 1.80
```

Löwdin population analysis, charges in e, atoms 1 to 5: C -0.102; C -0.248; C -0.317; C -0.186; N 0.008



Record 4
Formula: C5H11N
Source: the Open Molecules 2025 dataset
Level of theory: ωB97M-V/def2-TZVPD

Total charge ... 0
Frontier orbital gap ... 9.4 eV
Energy relative to the best compared isomer or geometry (same formula, charge and spin) ... 14.41 kcal/mol
Energy ... -251.83957 Eh
E_LUMO ... 1.1 eV
HOMO ... -8.23 eV
Structure (SMILES) ... C=C(N)CCC
Spin multiplicity ... 1

Geometry as XYZ:
```
17
C5H11N | the Open Molecules 2025 dataset | ωB97M-V/def2-TZVPD
C 0.59 -1.24 -1.32
C -0.21 0.06 -1.49
C -0.01 1.07 -0.35
C -0.20 0.50 1.03
C -1.31 -0.16 1.37
N 0.86 0.71 1.91
H -0.05 -2.07 -1.04
H 1.30 -1.19 -0.49
H 1.24 -1.46 -2.17
H -0.01 0.56 -2.44
H -1.25 -0.22 -1.55
H 0.94 1.59 -0.50
H -0.76 1.85 -0.44
H -2.18 -0.18 0.73
H -1.43 -0.65 2.33
H 1.79 0.47 1.58
H 0.70 0.36 2.85
```

Löwdin population analysis, charges in e, atoms 1 to 5: C -0.104; C -0.254; C -0.180; C -0.452; C 0.023



Record 5
Formula: C5H11N
Source: the Open Molecules 2025 dataset
Level of theory: ωB97M-V/def2-TZVPD

Total charge ... 0
Frontier orbital gap ... 10.0 eV
Energy relative to the best compared isomer or geometry (same formula, charge and spin) ... 30.16 kcal/mol
Energy ... -251.81446 Eh
E_LUMO ... 1.2 eV
HOMO ... -8.79 eV
Structure (SMILES) ... CCC1CNC1
Spin multiplicity ... 1

Geometry as XYZ:
```
17
C5H11N | the Open Molecules 2025 dataset | ωB97M-V/def2-TZVPD
C -1.05 2.22 -0.19
C 0.10 1.42 0.36
C -0.28 -0.07 0.30
C -0.09 -0.88 -1.02
C 0.75 -1.11 0.88
H -0.81 3.31 -0.02
H -1.99 1.94 0.39
H -1.12 1.99 -1.27
H 0.30 1.77 1.39
H 1.07 1.56 -0.15
H -1.31 -0.22 0.68
H -1.03 -1.14 -1.55
H 0.59 -0.35 -1.69
H 1.37 -2.36 -0.75
H 0.55 -1.50 1.87
H 1.72 -0.63 1.03
N 0.58 -1.98 -0.28
```

Löwdin population analysis, charges in e, atoms 1 to 5: C -0.130; C -0.274; C -0.289; C -0.172; C -0.195



Record 6
Formula: C5H11N
Source: the Open Molecules 2025 dataset
Level of theory: ωB97M-V/def2-TZVPD

Total charge ... 0
Frontier orbital gap ... 8.2 eV
Energy relative to the best compared isomer or geometry (same formula, charge and spin) ... 97.45 kcal/mol
Energy ... -251.70723 Eh
E_LUMO ... 1.1 eV
HOMO ... -7.12 eV
Spin multiplicity ... 1

Geometry as XYZ:
```
17
C5H11N | the Open Molecules 2025 dataset | ωB97M-V/def2-TZVPD
C 2.27 0.66 -0.89
C -0.90 1.14 -1.12
N -0.65 0.56 0.01
C -0.06 0.47 1.20
C -0.48 -0.79 0.56
C -1.65 -1.59 1.08
H 2.13 1.57 -1.46
H 3.25 0.62 -0.42
H 2.09 -0.22 -1.52
H -0.74 2.21 -1.23
H -1.13 0.52 -1.98
H 1.54 0.64 -0.07
H -0.19 0.99 2.13
H 0.27 -1.37 -0.01
H -1.22 -2.31 1.78
H -2.20 -2.15 0.31
H -2.33 -0.95 1.64
```

Löwdin population analysis, charges in e, atoms 1 to 5: C -0.057; C 0.020; N -0.179; C -0.064; C -0.290



Record 7
Formula: C5H11N
Source: the Open Molecules 2025 dataset
Level of theory: ωB97M-V/def2-TZVPD

Total charge ... 0
Frontier orbital gap (alpha / beta) ... 9.0 / 9.0 eV
Energy relative to the best compared isomer or geometry (same formula, charge and spin) ... 184.04 kcal/mol
Energy ... -251.56924 Eh
E_LUMO (alpha / beta) ... 0.1 / 0.1 eV
HOMO (alpha / beta) ... -8.93 / -8.93 eV
Spin multiplicity ... 1

Geometry as XYZ:
```
17
C5H11N | the Open Molecules 2025 dataset | ωB97M-V/def2-TZVPD
C -1.89 1.15 -0.48
C -2.10 -0.16 -0.67
N 0.48 -1.03 -0.67
C 1.11 -1.61 0.25
C 1.13 -0.16 0.36
C 2.26 0.68 -0.18
H -1.74 0.00 1.53
H -0.91 1.63 -0.50
H -2.74 1.82 -0.53
H -3.04 -0.62 -0.36
H -1.34 -0.84 -1.04
H -0.93 -1.27 1.78
H 1.57 -2.58 0.35
H 0.50 0.29 1.12
H 2.99 0.91 0.60
H 1.87 1.62 -0.58
H 2.76 0.15 -0.99
```

Löwdin population analysis, charges in e, atoms 1 to 5: C -0.109; C -0.144; N 0.097; C -0.129; C -0.391



Record 8
Formula: C5H11N
Source: the Open Molecules 2025 dataset
Level of theory: ωB97M-V/def2-TZVPD

Total charge ... 0
Frontier orbital gap ... 9.3 eV
Energy relative to the best compared isomer or geometry (same formula, charge and spin) ... 45.70 kcal/mol
Energy ... -251.78971 Eh
E_LUMO ... 1.1 eV
HOMO ... -8.13 eV
Structure (SMILES) ... C=CC.C=CN
Spin multiplicity ... 1

Geometry as XYZ:
```
17
C5H11N | the Open Molecules 2025 dataset | ωB97M-V/def2-TZVPD
C -1.80 -3.23 0.39
C -0.91 -2.27 1.14
C -1.35 -1.24 1.84
H -2.77 -3.30 0.87
H -1.99 -2.68 -0.54
H -1.23 -4.12 0.15
H 0.15 -2.41 1.01
H -0.58 -0.56 2.20
H -2.30 -1.16 2.33
C 0.17 1.97 -1.12
C 1.35 2.38 -0.65
N 2.52 2.47 -1.39
H 0.16 1.42 -2.05
H -0.70 2.00 -0.48
H 1.46 2.81 0.34
H 2.45 2.63 -2.37
H 3.38 2.68 -0.92
```

Löwdin population analysis, charges in e, atoms 1 to 5: C -0.107; C -0.251; C -0.034; H 0.068; H 0.076



Record 9
Formula: C5H11N
Source: the Open Molecules 2025 dataset
Level of theory: ωB97M-V/def2-TZVPD

Total charge ... 0
Frontier orbital gap ... 10.8 eV
Energy relative to the best compared isomer or geometry (same formula, charge and spin) ... 53.31 kcal/mol
Energy ... -251.77758 Eh
E_LUMO ... 1.1 eV
HOMO ... -9.64 eV
Structure (SMILES) ... CC(C)[C@@H]1CN1
Spin multiplicity ... 1

Geometry as XYZ:
```
17
C5H11N | the Open Molecules 2025 dataset | ωB97M-V/def2-TZVPD
C -0.90 1.18 0.02
C -0.44 -0.15 -0.23
C -1.63 -1.09 0.10
C 0.91 -0.27 0.45
C 2.10 0.46 0.01
H -2.03 1.24 -0.09
H -0.41 2.03 -0.61
H -0.83 1.39 1.18
H -0.35 -0.22 -1.37
H -2.49 -0.50 -0.49
H -1.81 -1.25 1.17
H -1.59 -2.14 -0.40
H 0.63 -0.36 1.53
H 2.86 0.92 0.63
H 1.94 1.09 -0.89
H 1.94 -1.30 -0.98
N 2.11 -1.01 -0.04
```

Löwdin population analysis, charges in e, atoms 1 to 5: C -0.157; C -0.491; C -0.082; C -0.317; C -0.164



Record 10
Formula: C5H11N
Source: the Open Molecules 2025 dataset
Level of theory: ωB97M-V/def2-TZVPD

Total charge ... 0
Frontier orbital gap ... 7.2 eV
Energy relative to the best compared isomer or geometry (same formula, charge and spin) ... 53.13 kcal/mol
Energy ... -251.77786 Eh
E_LUMO ... 1.0 eV
HOMO ... -6.23 eV
Spin multiplicity ... 1

Geometry as XYZ:
```
17
C5H11N | the Open Molecules 2025 dataset | ωB97M-V/def2-TZVPD
C -0.99 1.40 -0.82
N -0.34 0.64 0.26
C -0.35 1.18 1.48
C 0.19 -0.56 -0.04
C 0.58 -1.43 1.09
C 0.65 -0.87 -1.43
H -0.24 1.77 -1.53
H -1.69 0.76 -1.36
H -1.52 2.26 -0.40
H -1.04 1.99 1.67
H 0.33 0.81 2.24
H 1.50 -1.13 1.64
H 0.75 -2.46 0.74
H -0.22 -1.44 1.85
H 1.69 -0.54 -1.58
H 0.64 -1.96 -1.58
H 0.06 -0.42 -2.23
```

Löwdin population analysis, charges in e, atoms 1 to 5: C -0.029; N -0.236; C -0.028; C -0.366; C -0.084



Record 11
Formula: C5H11N
Source: the Open Molecules 2025 dataset
Level of theory: ωB97M-V/def2-TZVPD

Total charge ... 0
Frontier orbital gap (alpha / beta) ... 7.8 / 7.8 eV
Energy relative to the best compared isomer or geometry (same formula, charge and spin) ... 71.32 kcal/mol
Energy ... -251.74887 Eh
E_LUMO (alpha / beta) ... 0.9 / 0.8 eV
HOMO (alpha / beta) ... -6.96 / -6.91 eV
Spin multiplicity ... 1

Geometry as XYZ:
```
17
C5H11N | the Open Molecules 2025 dataset | ωB97M-V/def2-TZVPD
C 0.90 -0.44 -1.43
C 1.33 0.85 1.00
N 0.19 0.16 0.86
C -0.51 -0.03 1.99
C -0.22 -0.52 -0.41
C -1.53 0.04 -0.95
H 1.29 0.58 -1.35
H 1.70 -1.15 -1.21
H 0.56 -0.61 -2.45
H 2.24 0.48 0.53
H 1.32 1.66 1.73
H 0.10 -0.29 2.83
H -1.58 0.12 2.11
H -0.36 -1.55 -0.09
H -2.36 -0.08 -0.24
H -1.79 -0.49 -1.88
H -1.44 1.11 -1.19
```

Löwdin population analysis, charges in e, atoms 1 to 5: C -0.076; C -0.007; N -0.278; C -0.031; C -0.382



Record 12
Formula: C5H11N
Source: the Open Molecules 2025 dataset
Level of theory: ωB97M-V/def2-TZVPD

Total charge ... +1
Frontier orbital gap (alpha / beta) ... 10.2 / 9.0 eV
Energy relative to the best compared isomer or geometry (same formula, charge and spin) ... 46.66 kcal/mol
Energy ... -251.51270 Eh
⟨S²⟩ ... 0.76
E_LUMO (alpha / beta) ... -4.0 / -6.9 eV
HOMO (alpha / beta) ... -14.19 / -15.85 eV
Spin multiplicity ... 2

Geometry as XYZ:
```
17
C5H11N | the Open Molecules 2025 dataset | ωB97M-V/def2-TZVPD
C 1.40 2.05 -0.54
N 0.43 1.34 0.22
C 0.07 0.00 -0.06
C -1.16 -0.49 0.54
C -1.89 -1.83 0.65
C 1.02 -0.97 -0.58
H 2.15 2.55 0.18
H 1.03 2.65 -1.41
H 1.93 1.25 -1.12
H -0.37 1.99 0.25
H -1.95 0.31 0.77
H -1.17 -2.72 0.70
H -2.38 -1.99 -0.27
H -2.65 -2.00 1.48
H 0.56 -1.90 -0.48
H 1.13 -1.11 -1.69
H 2.04 -0.97 -0.08
```

Löwdin population analysis, charges in e, atoms 1 to 5: C -0.075; N 0.030; C -0.210; C 0.046; C -0.059



Record 13
Formula: C5H11N2
Source: the Open Molecules 2025 dataset
Level of theory: ωB97M-V/def2-TZVPD

Total charge ... +1
Frontier orbital gap ... 8.1 eV
Energy relative to the best compared isomer or geometry (same formula, charge and spin) ... 101.92 kcal/mol
Energy ... -306.22105 Eh
E_LUMO ... -5.6 eV
HOMO ... -13.72 eV
Spin multiplicity ... 1

Geometry as XYZ:
```
18
C5H11N2 | the Open Molecules 2025 dataset | ωB97M-V/def2-TZVPD
C 1.14 1.79 0.28
C 2.07 -1.58 -0.36
C -1.21 0.56 -1.06
C -1.91 -0.71 0.98
C -1.17 -0.53 -0.29
N 1.54 0.52 0.62
N 1.62 -0.47 -0.02
H 1.72 2.24 -0.53
H 0.09 1.69 -0.11
H 3.13 -1.73 -0.48
H 1.41 -2.41 -0.58
H -0.72 0.58 -2.02
H -1.86 1.39 -0.83
H 1.16 2.42 1.17
H -1.28 -1.14 1.76
H -2.73 -1.41 0.80
H -2.34 0.23 1.34
H -0.66 -1.42 -0.65
```

Löwdin population analysis, charges in e, atoms 1 to 5: C -0.022; C 0.152; C -0.033; C -0.080; C -0.254



Record 14
Formula: C5H11N2
Source: the Open Molecules 2025 dataset
Level of theory: ωB97M-V/def2-TZVPD

Total charge ... +1
Frontier orbital gap ... 9.2 eV
Energy relative to the best compared isomer or geometry (same formula, charge and spin) ... 79.21 kcal/mol
Energy ... -306.25725 Eh
E_LUMO ... -4.3 eV
HOMO ... -13.45 eV
Spin multiplicity ... 1

Geometry as XYZ:
```
18
C5H11N2 | the Open Molecules 2025 dataset | ωB97M-V/def2-TZVPD
C 1.89 0.12 0.98
C -1.35 0.48 -0.22
C -0.49 -0.66 0.18
C -0.71 1.84 0.05
C -1.01 -2.00 -0.20
N 0.78 -0.66 0.38
N 2.80 0.61 0.20
H -2.31 0.31 0.33
H -1.56 0.35 -1.21
H -1.17 2.31 1.07
H -1.06 2.43 -0.81
H 0.37 1.86 0.00
H -2.13 -2.02 -0.08
H -0.85 -3.00 0.32
H -0.56 -2.12 -1.22
H 1.11 -1.64 0.43
H 3.52 1.04 0.69
H 2.74 0.73 -0.89
```

Löwdin population analysis, charges in e, atoms 1 to 5: C -0.035; C -0.170; C -0.261; C -0.065; C -0.021